1.
The following is a DFT calculation (wB97M-V/def2-TZVPD) of 2 unconnected molecules or ions with the total composition C5H9N2O at a distorted geometry.

Each atom is followed by the atoms it is bonded to, with distances in Å.
Atoms and positions in Å:
1 C -0.4615 1.3476 -0.2490  C2 1.531, C5 1.339, O8 1.273
2 C -1.7437 1.5584 0.5609  C1 1.531, C5 1.539, H9 1.096, H10 1.087
3 C 2.0137 -0.4787 0.7575  N7 1.303, H11 1.009, H12 1.083
4 C -0.8031 -1.9703 -0.8504  N6 1.321, H13 1.071, H14 1.140
5 C -1.1893 0.2463 -0.0221  C1 1.339, C2 1.539, N6 1.375
6 N -1.4847 -1.0922 -0.1362  C4 1.321, C5 1.375, H15 0.975
7 N 2.5018 0.3271 -0.1432  C3 1.303, H16 1.056
8 O 0.4743 2.0582 -0.7381  C1 1.273, H17 0.998
9 H -1.8584 1.8515 1.6109  C2 1.096
10 H -2.5848 1.8279 -0.0719  C2 1.087
11 H 2.5983 -1.0026 1.3919  C3 1.009
12 H 0.9356 -0.5677 0.8001  C3 1.083
13 H -1.2060 -2.9621 -0.8288  C4 1.071
14 H 0.1769 -1.7137 -1.3722  C4 1.140
15 H -2.3594 -1.4408 0.1148  N6 0.975
16 H 3.5491 0.1966 -0.1127  N7 1.056
17 H 1.4414 1.8145 -0.7116  O8 0.998

Values from the calculation:
net charge: +1
energy: -10345.0464 eV
relative energy (zero: lowest compared OMol25 entry of this formula, charge and spin): 70.57 kcal per mole
E_HOMO (spin up / spin down): -11.31 / -15.04 eV
gap between HOMO and LUMO (spin up / spin down): 0.3041 / 0.2882 hartree
2S+1: 3

=====

2.
The following is a DFT calculation (wB97M-V/def2-TZVPD) of a gas-phase ion, C5H9N2O2 (charge -1) at a distorted geometry.

Each atom is followed by the atoms it is bonded to, with distances in Å.
Atoms and positions in Å:
1 C -1.8594 -0.5174 1.3488  C2 1.589, H10 1.068, H11 1.180, H12 1.083
2 C -0.9024 -0.4980 0.0800  C1 1.589, N3 1.500, C5 1.568, H13 1.059
3 N -1.7744 -0.4629 -1.1399  C2 1.500, O4 1.288
4 O -1.1400 -0.9084 -2.1689  N3 1.288
5 C -0.0664 0.8272 0.0109  C2 1.568, C6 1.480, N8 1.441, H14 1.160
6 C 1.3342 0.9792 -0.4411  C5 1.480, C7 1.514, N8 1.487, H15 1.187
7 C 2.3016 -0.0823 -0.9190  C6 1.514, H16 1.044, H17 1.091, H18 1.077
8 N 0.9664 1.0143 0.9987  C5 1.441, C6 1.487, O9 1.342
9 O 0.8413 2.2547 1.4962  N8 1.342
10 H -2.6035 0.1984 1.0750  C1 1.068
11 H -1.1686 -0.2472 2.2669  C1 1.180
12 H -2.2650 -1.5176 1.4359  C1 1.083
13 H -0.2607 -1.3370 0.1571  C2 1.059
14 H -0.6232 1.8177 -0.2225  C5 1.160
15 H 1.7220 2.0672 -0.7168  C6 1.187
16 H 2.3339 -0.0795 -1.9624  C7 1.044
17 H 2.0032 -1.0449 -0.5014  C7 1.091
18 H 3.2407 0.2313 -0.4942  C7 1.077

Values from the calculation:
net charge: -1
energy: -12400.4534 eV
relative energy (zero: lowest compared OMol25 entry of this formula, charge and spin): 101.29 kcal per mole
SMILES string: C[C@@H](N=O)[C@@H]1[C@H](C)N1[O-]
E_HOMO: -2.15 eV
gap between HOMO and LUMO: 0.1898 hartree
2S+1: 1

=====

3.
The following is a DFT calculation (wB97M-V/def2-TZVPD) of a gas-phase ion, C5H9N2O3S3 (charge -1) at a distorted geometry.

Each atom is followed by the atoms it is bonded to, with distances in Å.
Atoms and positions in Å:
1 C 1.0211 -2.1479 0.9747  C2 1.573, H14 1.039, H15 1.144, H16 1.045
2 C -0.1162 -2.1677 -0.1111  C1 1.573, C3 1.451, H17 1.136, H18 1.098
3 C -0.1213 -0.8566 -0.7322  C2 1.451, C4 1.402, C7 1.414
4 C 0.3878 -0.7915 -2.0365  C3 1.402, N5 1.341, S6 1.732
5 N 0.2741 0.3510 -2.7286  C4 1.341, H19 1.065, H20 1.001
6 S 0.9811 -2.2168 -2.8226  C4 1.732
7 C -0.3927 0.2926 0.0454  C3 1.414, N8 1.418, S9 1.841
8 N -0.8792 0.3805 1.3741  C7 1.418, H21 0.999, H22 0.991
9 S -0.2219 2.0439 -0.4949  C7 1.841, S10 2.363
10 S -0.4467 3.5458 1.3152  S9 2.363, O11 1.475, O12 1.426, O13 1.456
11 O -1.7293 3.0558 1.8543  S10 1.475
12 O -0.5531 4.7535 0.5645  S10 1.426
13 O 0.7731 3.3587 2.0870  S10 1.456
14 H 0.7404 -1.3893 1.6275  C1 1.039
15 H 1.2773 -3.0884 1.5728  C1 1.144
16 H 1.9026 -1.9404 0.4542  C1 1.045
17 H 0.1710 -3.0264 -0.7969  C2 1.136
18 H -1.1301 -2.4333 0.2170  C2 1.098
19 H 0.0484 1.2046 -2.1326  N5 1.065
20 H 0.4355 0.3732 -3.7161  N5 1.001
21 H -1.0835 -0.5018 1.7950  N8 0.999
22 H -1.3385 1.2004 1.6899  N8 0.991

Values from the calculation:
net charge: -1
energy: -46960.7709 eV
relative energy (zero: lowest compared OMol25 entry of this formula, charge and spin): 0.00 kcal per mole
SMILES string: CC/C(C(N)=S)=C(\N)SS(=O)(=O)[O-]
E_HOMO: -4.73 eV
gap between HOMO and LUMO: 0.2904 hartree
2S+1: 1

=====

4.
The following is a DFT calculation (wB97M-V/def2-TZVPD) of a gas-phase ion, C5H9N2O5 (charge -1) at a distorted geometry.

Each atom is followed by the atoms it is bonded to, with distances in Å.
Atoms and positions in Å:
1 H -1.6490 -3.0683 -0.6593  N2 0.948
2 N -0.7713 -2.7701 -0.4626  H1 0.948, N3 1.266
3 N -0.7988 -1.6238 0.0733  N2 1.266, O4 1.269, C5 1.442
4 O -1.8953 -1.0505 0.3564  N3 1.269
5 C 0.4957 -1.0210 0.2767  N3 1.442, C6 1.532, C8 1.560, H14 1.066
6 C 0.5779 -0.3455 1.6488  C5 1.532, O7 1.327, H15 1.083, H16 1.032
7 O 1.7761 0.0950 2.0120  C6 1.327, H17 0.971
8 C 0.7586 0.0942 -0.7827  C5 1.560, O9 1.344, O10 1.437, C11 1.612
9 O 1.5986 1.0486 -0.3463  C8 1.344
10 O 1.1813 -0.5599 -1.9902  C8 1.437, H18 0.906
11 C -0.3786 1.1552 -1.2048  C8 1.612, C12 1.541, O13 1.240
12 C -1.0272 1.9536 -0.0577  C11 1.541, H19 1.004, H20 1.033, H21 1.138
13 O -0.5647 1.4325 -2.3994  C11 1.240
14 H 1.1202 -1.8666 0.0979  C5 1.066
15 H -0.2079 0.3934 1.7404  C6 1.083
16 H 0.3859 -1.0478 2.3801  C6 1.032
17 H 2.0944 0.7702 1.3902  O7 0.971
18 H 0.7256 -0.0752 -2.6046  O10 0.906
19 H -0.2738 2.4917 0.3292  C12 1.004
20 H -1.6121 2.6400 -0.5619  C12 1.033
21 H -1.5359 1.3543 0.7645  C12 1.138

Values from the calculation:
net charge: -1
energy: -18546.1324 eV
relative energy (zero: lowest compared OMol25 entry of this formula, charge and spin): 0.84 kcal per mole
SMILES string: [H]/N=[N+](\[O-])[C@H](CO)[C@@]([O-])(O)C(C)=O
E_HOMO: -4.09 eV
gap between HOMO and LUMO: 0.2891 hartree
2S+1: 1

=====

5.
The following is a DFT calculation (wB97M-V/def2-TZVPD) of a gas-phase ion, C5H9N2S (charge +1) at a distorted geometry.

Each atom is followed by the atoms it is bonded to, with distances in Å.
Atoms and positions in Å:
1 C 2.5238 -0.4393 0.3340  C2 1.501, H9 1.049, H10 1.060, H11 1.080
2 C 1.1087 -0.0769 -0.0134  C1 1.501, N3 1.281, C8 1.484
3 N 0.5691 1.0563 0.2447  C2 1.281, C4 1.507
4 C -0.9129 1.2733 0.4108  N3 1.507, N5 1.511, C6 1.455, H12 1.121
5 N -1.9279 1.0057 -0.6766  C4 1.511, C6 1.481, H13 1.044, H14 1.096
6 C -1.8376 0.1562 0.5326  C4 1.455, N5 1.481, S7 1.775, H15 1.123
7 S -1.2839 -1.5155 0.3102  C6 1.775, C8 1.834
8 C 0.3408 -1.2506 -0.4991  C2 1.484, S7 1.834, H16 1.152, H17 1.117
9 H 3.1988 -0.3525 -0.4645  C1 1.049
10 H 2.6223 -1.3693 0.8336  C1 1.060
11 H 2.9037 0.1358 1.1650  C1 1.080
12 H -1.0940 2.2801 0.8690  C4 1.121
13 H -2.6487 1.7492 -0.8099  N5 1.044
14 H -1.8751 0.6000 -1.6936  N5 1.096
15 H -2.5658 0.2381 1.3838  C6 1.123
16 H 0.0417 -1.2563 -1.6117  C8 1.152
17 H 0.8368 -2.2343 -0.3148  C8 1.117

Values from the calculation:
net charge: +1
energy: -19137.1533 eV
relative energy (zero: lowest compared OMol25 entry of this formula, charge and spin): 59.43 kcal per mole
SMILES string: CC1=N[C@H]2[NH2+][C@H]2SC1
E_HOMO: -13.52 eV
gap between HOMO and LUMO: 0.3556 hartree
2S+1: 1

=====

6.
The following is a DFT calculation (wB97M-V/def2-TZVPD) of a gas-phase ion, C5H9N2S2 (charge +1) at a distorted geometry.

Each atom is followed by the atoms it is bonded to, with distances in Å.
Atoms and positions in Å:
1 C -0.0065 -1.0473 -0.5943  C5 1.454, N7 1.269, S8 1.974
2 C -1.5568 -0.3436 1.4848  S8 1.577, H10 0.993
3 C 2.0988 -2.0370 -0.1925  C5 1.579, H11 1.072, H12 1.054, H13 1.107
4 C -1.1817 3.5471 0.4445  S9 1.792, H14 1.048, H15 1.020, H16 1.087
5 C 0.7959 -2.1598 -1.0760  C1 1.454, C3 1.579, H17 1.062, H18 1.122
6 N -0.6706 1.1485 -0.1460  N7 1.247, S9 1.568
7 N -0.0806 0.2129 -0.7215  C1 1.269, N6 1.247
8 S -1.1708 -1.7321 0.8446  C1 1.974, C2 1.577
9 S -1.7251 2.2087 -0.6164  C4 1.792, N6 1.568
10 H -2.0503 -0.1003 2.3118  C2 0.993
11 H 2.6039 -2.9682 -0.3568  C3 1.072
12 H 1.8326 -1.5770 0.7174  C3 1.054
13 H 2.7987 -1.3375 -0.6885  C3 1.107
14 H -0.2235 3.6524 0.0340  C4 1.048
15 H -1.1778 3.2680 1.4258  C4 1.020
16 H -1.7559 4.4154 0.1325  C4 1.087
17 H 0.3393 -3.0943 -0.8616  C5 1.062
18 H 1.1305 -2.0563 -2.1417  C5 1.122

Values from the calculation:
net charge: +1
energy: -29968.8195 eV
relative energy (zero: lowest compared OMol25 entry of this formula, charge and spin): 157.32 kcal per mole
E_HOMO: -12.81 eV
gap between HOMO and LUMO: 0.2847 hartree
2S+1: 1